No. 1
Formula: C5H11NO
Source: the Open Molecules 2025 dataset
Level of theory: wB97M-V/def2-TZVPD

Element x y z (Å)
1 O -3.559218 1.186799 5.952748
2 N 0.121929 0.496930 -1.424458
3 C -0.295889 -2.231641 -1.033360
4 C 0.841835 -1.647278 -0.576964
5 C 2.530277 0.014394 -1.251133
6 C 0.215199 1.799771 -1.996241
7 C 1.199489 -0.337299 -1.194256
8 H -1.142676 -1.619176 -1.319825
9 H 0.929871 2.450739 -1.446761
10 H -0.389441 -3.308575 -0.879788
11 H -2.660074 1.538233 5.986754
12 H 3.110112 0.070400 -0.322532
13 H -0.730450 2.303615 -2.140259
14 H 0.677575 1.674718 -2.981906
15 H -0.618369 0.252992 -0.791695
16 H 1.609044 -2.372404 -0.344408
17 H 3.145501 0.014678 -2.150031
18 H -3.503618 0.521678 5.236220

Forces on the atoms, in the same order (eV/Å):
0.3607 -0.5430 -0.7146
0.1649 -1.6694 -0.4766
0.5050 0.1241 1.7460
-1.1276 -0.3120 -1.7145
1.2983 0.0961 -0.7869
1.5654 0.3107 -0.6434
-0.6403 1.1492 2.5231
0.0166 -0.4456 -0.5354
-0.3511 -0.2767 0.0474
-0.3494 0.3539 -0.2248
-0.1809 0.0287 0.1029
-0.1095 -1.6311 -0.2529
-0.2957 -0.2030 0.2397
-0.2412 0.2772 0.0332
-0.4207 0.2568 -0.3503
0.5103 0.5787 0.4923
-0.5263 1.3920 -0.0975
-0.1783 0.5132 0.6123

- energy above the lowest of the compared OMol25 structures with the same formula, charge and spin (kJ/mol) = 458.43
- structure (SMILES) = C=CC(=C)NC.O
- largest force on an atom (eV/A) = 2.85
- E_tot (hartree) = -326.9567


No. 2
Formula: C5H11NO
Source: the Open Molecules 2025 dataset
Level of theory: wB97M-V/def2-TZVPD

Element x y z (Å)
1 O -0.329496 -1.863539 2.004466
2 N 1.072374 0.715827 -0.662917
3 C -1.359931 1.047599 -0.718415
4 C -2.543076 0.850528 -0.152301
5 C 2.435892 -1.277879 -0.861354
6 C 1.558643 -0.514327 -0.198927
7 C -0.064604 1.309114 0.017801
8 H -1.236956 1.202744 -1.788696
9 H 3.144420 -1.878345 -0.309297
10 H 1.345826 -0.644369 0.854656
11 H 0.102506 2.385845 0.138918
12 H 1.044476 0.696356 -1.676380
13 H 2.367872 -1.340782 -1.941303
14 H -0.509354 -1.297908 2.758548
15 H -2.643854 0.880782 0.927784
16 H -0.949490 -1.614592 1.312021
17 H -3.337684 0.419084 -0.742111
18 H -0.097564 0.923863 1.037499

Forces on the atoms, in the same order (eV/Å):
0.1233 -0.1565 0.0104
-0.3862 -1.2125 -0.2047
0.4076 0.9407 0.3925
0.5424 -0.9317 -0.1408
-0.7923 -0.2769 0.0291
1.0402 1.1125 0.5329
-0.3397 0.3864 -0.1595
-0.2953 -0.6476 -0.1031
-0.4510 -0.5682 -0.1548
0.4403 -0.0576 0.1347
-0.0039 0.0111 -0.2488
-0.1295 0.5754 0.0089
0.6997 0.3882 -0.0830
-0.1743 0.0629 0.0220
-0.0767 -0.1852 -0.0288
-0.0770 0.0751 0.0498
-0.4880 0.6316 -0.0070
-0.0395 -0.1474 -0.0497

- energy above the lowest of the compared OMol25 structures with the same formula, charge and spin (kJ/mol) = 279.64
- structure (SMILES) = C=CCNC=C.O
- largest force on an atom (eV/A) = 1.61
- E_tot (hartree) = -327.0248


No. 3
Formula: C5H11NO
Source: the Open Molecules 2025 dataset
Level of theory: wB97M-V/def2-TZVPD

Element x y z (Å)
1 O -0.320480 -3.219352 1.404558
2 N 0.119569 -1.220718 0.199984
3 C 0.377588 0.926041 -1.014162
4 C 0.684660 0.102748 0.255523
5 C -1.059881 2.930666 -0.945166
6 C 0.564092 -2.154438 1.220985
7 C -0.935622 1.612023 -0.846482
8 H 0.471798 -1.663085 2.206728
9 H -2.007272 3.401706 -0.703192
10 H 0.449530 0.724827 1.131535
11 H -0.253191 -3.949535 0.747203
12 H -1.774829 0.961868 -0.629320
13 H 0.275075 0.192143 -1.833837
14 H -0.881043 -1.252235 0.082126
15 H 1.769251 -0.037593 0.339039
16 H 1.571349 -2.490746 0.955821
17 H 1.231521 1.517455 -1.325190
18 H -0.282116 3.618232 -1.246149

Forces on the atoms, in the same order (eV/Å):
-0.4999 -1.3018 -0.7595
-0.2179 -0.5062 -0.5962
-0.3129 -1.7399 -0.3708
1.1031 0.2295 -0.2680
-1.0264 -0.0354 0.3016
-0.6695 0.6714 0.4430
0.9809 0.9893 -0.4575
0.8420 -0.0725 -0.1242
-0.0535 -0.0108 -0.2160
-0.4147 -0.2462 0.1838
0.2454 1.1220 0.4616
-0.1299 0.1667 0.2097
0.0533 0.0549 0.2489
-0.1670 0.0916 0.2960
0.0221 0.0133 -0.1661
0.0754 0.1328 0.3747
-0.1639 0.6859 0.3191
0.3332 -0.2445 0.1199

- energy above the lowest of the compared OMol25 structures with the same formula, charge and spin (kJ/mol) = 209.51
- structure (SMILES) = C=CCCNCO
- largest force on an atom (eV/A) = 1.81
- E_tot (hartree) = -327.0515


What is the formula in the first record? C5H11NO


Which value of largest force on an atom does entry 3 give? 1.81 eV/A